Record 1
This record from the OMol25 dataset describes a gas-phase ion, C5H10N (charge +1) in a non-equilibrium geometry. The level of theory is wB97M-V/def2-TZVPD.

Last column: natural (NBO) charge in e.
Atoms and positions in Å:
C 0.8966 -1.3988 -0.5818  -0.641
C 0.0549 -0.1751 -0.5948  -0.023
C -0.4105 0.8073 -1.6621  -0.368
C -0.0110 1.2965 -0.2676  -0.221
C -0.8317 0.3215 0.4691  -0.062
N -0.2960 0.1264 1.8887  -0.692
H 0.7646 -1.9923 -1.5652  0.268
H 0.6523 -2.0763 0.3372  0.214
H 1.9038 -1.2325 -0.6952  0.241
H -1.4248 0.6576 -2.0880  0.229
H 0.3082 0.8261 -2.5406  0.246
H 0.6536 1.9839 0.0957  0.234
H -1.8873 0.3708 0.4404  0.222
H 0.2503 1.0077 2.0405  0.447
H 0.3430 -0.6420 2.0246  0.445
H -0.9660 0.1192 2.6992  0.461

Atoms 1-3, force components in eV/Å:
-2.07 -2.35 -0.59
-0.60 0.47 -0.17
1.00 -1.49 -0.84

The calculation puts the orbital gap at 10.1 eV. The value obtained for the LUMO energy is -3.7 eV. The energy relative to the best compared isomer or geometry (same formula, charge and spin) comes out at 61.0 kcal/mol. Its multiplicity is 1. As for the total charge: +1. For the largest force on an atom, the calculation gives 3.429 eV/A. As for the structure (SMILES): C[C@]12C[C@H]1[C@@H]2[NH3+].


Record 2
This record from the OMol25 dataset describes a single C20H18FNO4 molecule. The level of theory is wB97M-V/def2-TZVPD.

Last column: natural (NBO) charge in e.
Atoms and positions in Å:
C -8.0057 -0.1980 0.2708  -0.625
C -6.5140 -0.1328 0.1500  -0.030
C -5.8240 -1.0819 -0.5963  -0.199
C -4.4513 -1.0340 -0.7294  -0.228
C -3.7222 -0.0246 -0.1039  0.215
N -2.3250 0.0482 -0.2367  -0.453
C -1.6148 1.2851 0.0285  -0.206
C -0.2300 1.0698 -0.5890  -0.321
C 0.8709 1.7593 0.1831  0.823
O 0.8434 2.0026 1.3610  -0.608
O 1.9061 2.0213 -0.6164  -0.498
C 3.0649 2.6232 -0.0488  -0.190
C 4.3013 1.7484 -0.2558  0.557
O 5.3369 2.2328 -0.6408  -0.512
C 4.1443 0.3026 0.0161  -0.186
C 3.3061 -0.1911 1.0154  -0.172
C 3.2091 -1.5526 1.2318  -0.291
C 3.9491 -2.4132 0.4381  0.428
F 3.8494 -3.7360 0.6446  -0.314
C 4.7984 -1.9491 -0.5531  -0.288
C 4.8988 -0.5873 -0.7509  -0.128
C -0.0627 -0.4511 -0.5112  -0.488
C -1.4931 -0.9856 -0.5354  0.696
O -1.7968 -2.1319 -0.7597  -0.596
C -4.4038 0.9287 0.6475  -0.268
C -5.7806 0.8696 0.7670  -0.194
H -8.3182 -1.1864 0.6035  0.219
H -8.4710 -0.0113 -0.6969  0.219
H -8.3725 0.5415 0.9780  0.213
H -6.3734 -1.8725 -1.0863  0.211
H -3.9391 -1.7836 -1.3080  0.247
H -2.1427 2.1302 -0.4189  0.213
H -1.5074 1.4568 1.1074  0.215
H -0.1949 1.3987 -1.6293  0.237
H 2.9011 2.7942 1.0232  0.235
H 3.2289 3.5831 -0.5470  0.222
H 2.7525 0.4806 1.6530  0.234
H 2.5761 -1.9545 2.0074  0.237
H 5.3668 -2.6494 -1.1439  0.236
H 5.5568 -0.1884 -1.5077  0.235
H 0.5299 -0.8707 -1.3212  0.246
H 0.3889 -0.7541 0.4366  0.237
H -3.8687 1.7158 1.1548  0.214
H -6.2886 1.6190 1.3570  0.208

Atoms 1-3, force components in eV/Å:
0.01 -0.01 -0.05
0.02 0.04 0.06
0.04 0.17 0.10

The calculation puts the orbital gap at 8.5 eV. The value obtained for the LUMO energy is 0.1 eV. The energy relative to the best compared isomer or geometry (same formula, charge and spin) comes out at 0.0 kcal/mol. Its multiplicity is 1. For the largest force on an atom, the calculation gives 0.647 eV/A. As for the structure (SMILES): Cc1ccc(N2C[C@@H](C(=O)OCC(=O)c3ccc(F)cc3)CC2=O)cc1.


Record 3
This record from the OMol25 dataset describes 2 unconnected molecules or ions with the total composition C7H11N2O3. The level of theory is wB97M-V/def2-TZVPD.

Last column: natural (NBO) charge in e.
Atoms and positions in Å:
C 3.7514 1.6774 -1.7179  -0.428
N 2.3873 2.2925 -1.7662  -0.208
O 1.5290 1.6742 -0.8550  -0.523
H 4.4708 2.3830 -2.1258  0.239
H 3.7273 0.7536 -2.2877  0.243
H 3.9271 1.4757 -0.6660  0.255
H 1.9862 2.2712 -2.7086  0.423
H 2.4075 3.2784 -1.4936  0.428
H 0.9160 1.0647 -1.3615  0.502
C -3.1288 -1.6348 2.3346  -0.147
C -1.8245 -2.0680 2.5413  -0.198
C -0.8365 -1.7645 1.6214  -0.174
C -1.2026 -1.0152 0.5137  0.006
C -2.4940 -0.5704 0.2767  -0.174
C -3.4646 -0.8925 1.2096  -0.200
N -0.1719 -0.6835 -0.4619  0.543
O 0.9369 -1.1409 -0.3126  -0.339
O -0.4357 0.0857 -1.3999  -0.459
H -3.8938 -1.8821 3.0583  0.234
H -1.5759 -2.6484 3.4188  0.237
H 0.1853 -2.0896 1.7405  0.254
H -2.7127 -0.0003 -0.6133  0.252
H -4.4836 -0.5662 1.0552  0.236

Atoms 1-3, force components in eV/Å:
-0.24 0.05 0.04
-0.05 0.03 -0.05
-0.01 0.19 -0.30

The calculation puts the orbital gap at 8.9 eV. The value obtained for the LUMO energy is -3.9 eV. The energy relative to the best compared isomer or geometry (same formula, charge and spin) comes out at 84.3 kcal/mol. Its multiplicity is 1. As for the total charge: +1. For the largest force on an atom, the calculation gives 0.434 eV/A.


Record 4
This record from the OMol25 dataset describes a molecular structure, C26H60F6Na2O18S2 in a non-equilibrium geometry. The level of theory is wB97M-V/def2-TZVPD.

Last column: Löwdin charge in e.
Atoms and positions in Å:
Na 2.3003 -1.3876 -1.3185  0.385
Na -0.5315 2.8637 1.1759  0.351
C 2.4763 0.2043 2.6155  -0.600
F 2.5734 0.9240 3.7526  0.115
F 3.4336 -0.7342 2.6258  0.116
F 1.2653 -0.3426 2.5233  0.127
S 2.7390 1.4130 1.0910  0.524
O 1.5799 2.2237 1.0951  -0.300
O 3.9789 2.1462 1.2478  -0.305
O 2.8635 0.5046 -0.0885  -0.345
C -2.1672 -1.4054 -0.0404  -0.640
F -1.7500 -2.5474 -0.4874  0.143
F -3.4857 -1.3683 -0.3388  0.107
F -2.0091 -1.3644 1.2755  0.131
S -1.1985 0.0546 -1.0316  0.569
O -1.7799 -0.0775 -2.4056  -0.347
O -1.6138 1.2527 -0.3167  -0.315
O 0.2081 -0.3208 -0.9618  -0.311
C -1.6609 -2.3532 4.6749  -0.052
O -1.5900 -3.6261 5.4543  -0.192
C -0.7066 -3.6775 6.5766  -0.198
C 0.7392 -3.7131 6.1281  -0.209
O 1.2936 -2.4341 5.7910  -0.194
C 2.6773 -2.5489 5.3203  -0.070
H -1.6752 -1.4831 5.3313  0.071
H -2.3914 -2.2706 3.8700  0.081
H -0.6772 -2.1289 4.2625  0.061
H -0.9397 -4.3899 7.3680  0.123
H -1.0035 -2.8098 7.1658  0.118
H 0.8207 -4.4270 5.3085  0.126
H 1.4350 -4.1353 6.8532  0.113
H 2.8442 -2.7908 4.2707  0.066
H 3.2567 -3.1046 6.0576  0.088
H 3.0477 -1.5277 5.2309  0.074
C -5.8058 0.1191 -5.6814  -0.111
O -4.6494 0.6151 -6.3023  -0.155
C -3.5226 0.4160 -5.5042  -0.227
C -2.8064 -0.9119 -5.8803  -0.152
O -3.5223 -2.1703 -5.7042  -0.178
C -3.7868 -2.5308 -4.3830  -0.128
H -5.8949 -0.9650 -5.6119  0.082
H -6.6765 0.2549 -6.3228  0.084
H -5.8998 0.7113 -4.7712  0.095
H -3.5572 0.5686 -4.4255  0.109
H -2.7466 1.1545 -5.7054  0.121
H -1.8180 -0.9472 -5.4220  0.102
H -2.5192 -0.7477 -6.9188  0.118
H -4.4773 -2.0006 -3.7270  0.092
H -2.8201 -2.4884 -3.8812  0.058
H -3.9179 -3.6127 -4.3639  0.091
C 1.7227 -3.4082 1.1332  -0.074
O 2.6330 -3.4415 0.0826  -0.213
C 3.8793 -4.0400 0.3377  -0.160
C 5.0408 -3.7151 -0.6716  -0.135
O 4.9675 -2.3176 -0.9259  -0.209
C 6.0617 -1.6533 -1.4875  -0.101
H 1.5191 -4.3981 1.5415  0.097
H 0.7470 -3.0809 0.7742  0.094
H 2.1993 -2.7713 1.8785  0.073
H 3.5896 -5.0900 0.2979  0.129
H 4.2944 -3.8016 1.3170  0.125
H 4.7919 -4.1129 -1.6554  0.127
H 6.0054 -3.9636 -0.2289  0.129
H 6.9127 -2.1436 -1.9603  0.096
H 6.3614 -0.9729 -0.6905  0.092
H 5.7171 -0.8394 -2.1254  0.085
C -0.7996 4.3842 -2.0316  -0.058
O -0.0749 4.3735 -0.7853  -0.212
C 0.3229 5.7155 -0.3315  -0.140
C 1.3656 5.6831 0.7848  -0.227
O 0.8202 4.9656 1.8266  -0.219
C 1.7006 4.8844 2.9903  -0.030
H -1.3019 3.4191 -2.0982  0.085
H -0.0220 4.5443 -2.7785  0.090
H -1.5145 5.2067 -2.0539  0.085
H -0.5453 6.3604 -0.1961  0.128
H 0.9612 6.1923 -1.0754  0.119
H 1.5700 6.6922 1.1426  0.126
H 2.3411 5.3005 0.4846  0.138
H 1.1337 4.3082 3.7216  0.087
H 1.8588 5.8947 3.3677  0.089
H 2.6186 4.3602 2.7245  0.089
C 2.2479 1.2856 -3.9276  -0.072
O 2.4244 -0.1157 -3.7485  -0.169
C 1.4586 -0.8435 -4.4847  -0.214
C 1.4896 -2.3571 -4.4510  -0.176
O 1.3310 -2.9295 -3.1364  -0.180
C -0.0733 -3.2264 -2.9799  -0.084
H 2.8605 1.9029 -3.2704  0.098
H 1.2179 1.5334 -3.6708  0.089
H 2.4262 1.5650 -4.9660  0.088
H 1.3141 -0.4509 -5.4912  0.134
H 0.4825 -0.7422 -4.0104  0.103
H 2.5246 -2.5765 -4.7130  0.125
H 0.8411 -2.8254 -5.1914  0.133
H -0.3701 -4.0306 -3.6532  0.094
H -0.7772 -2.3943 -2.9932  0.060
H -0.1377 -3.7812 -2.0438  0.087
C -4.0275 3.4350 0.5576  -0.096
O -2.9797 3.6116 1.4504  -0.183
C -3.4504 3.4194 2.7352  -0.204
C -2.2629 3.5034 3.6981  -0.137
O -1.2600 2.4556 3.4899  -0.200
C -1.6097 1.2681 4.1302  -0.095
H -3.9531 2.4061 0.2058  0.090
H -3.8847 4.0345 -0.3415  0.095
H -5.0237 3.6386 0.9503  0.095
H -3.9724 2.4846 2.9398  0.133
H -4.0450 4.3271 2.8387  0.138
H -2.5691 3.4722 4.7437  0.121
H -1.7893 4.4804 3.7953  0.129
H -1.7269 1.4503 5.1984  0.100
H -0.9549 0.4450 3.8440  0.083
H -2.5606 0.9362 3.7135  0.089

Atoms 1-3, force components in eV/Å:
0.09 0.26 0.05
-0.04 0.10 -0.29
0.90 2.09 -1.48

The calculation puts the orbital gap at 9.1 eV. The value obtained for the LUMO energy is 0.1 eV. The energy relative to the best compared isomer or geometry (same formula, charge and spin) comes out at 66.6 kcal/mol. Its multiplicity is 1. For the largest force on an atom, the calculation gives 4.616 eV/A.


Record 5
This record from the OMol25 dataset describes 5 unconnected molecules or ions with the total composition C20H25N5 in a non-equilibrium geometry. The level of theory is wB97M-V/def2-TZVPD.

Last column: natural (NBO) charge in e.
Atoms and positions in Å:
C -1.8146 -1.1680 -0.2582  -0.307
C -0.4932 -0.9282 -0.6921  -0.323
C -0.1796 0.3311 -0.2156  -0.067
N -1.2544 0.8515 0.4059  -0.509
C -2.2906 -0.0657 0.4153  -0.082
H -2.3760 -2.0552 -0.5134  0.220
H 0.1384 -1.5585 -1.2917  0.213
H 0.7368 0.8796 -0.3628  0.204
H -1.3330 1.7667 0.8194  0.425
H -3.2664 0.2253 0.7558  0.216
C 3.9647 3.3928 -3.6536  -0.317
C 3.0014 3.5674 -2.6202  -0.300
C 3.0640 2.4508 -1.8226  -0.072
N 3.9751 1.5887 -2.3594  -0.507
C 4.5488 2.1587 -3.4569  -0.077
H 4.0814 3.9483 -4.5701  0.218
H 2.3482 4.4105 -2.4775  0.216
H 2.5155 2.1215 -0.9568  0.206
H 4.1727 0.6461 -2.0671  0.420
H 5.2069 1.5633 -4.0685  0.201
C -1.9936 2.8000 2.9758  -0.309
C -3.3650 2.4459 2.8607  -0.310
C -3.8902 3.3989 2.0110  -0.062
N -2.9042 4.2854 1.6566  -0.509
C -1.7066 3.8885 2.2194  -0.106
H -1.2342 2.2162 3.4802  0.227
H -3.8727 1.6504 3.3718  0.233
H -4.8720 3.6620 1.6463  0.212
H -3.0383 5.1379 1.1483  0.414
H -0.8060 4.4462 2.0314  0.220
C 4.9154 0.3377 0.8503  -0.301
C 3.5882 -0.1268 0.6919  -0.289
C 3.5482 -0.9490 -0.4069  -0.107
N 4.8385 -1.0986 -0.8622  -0.527
C 5.6625 -0.3136 -0.1164  -0.075
H 5.2887 0.9395 1.6590  0.228
H 2.7646 0.1549 1.3282  0.229
H 2.7303 -1.4518 -0.8943  0.223
H 5.1300 -1.6665 -1.6344  0.417
H 6.7305 -0.4474 -0.1976  0.214
C -4.6751 -4.7886 1.4766  -0.305
C -3.3896 -4.5580 0.9179  -0.308
C -3.2696 -5.3990 -0.1650  -0.074
N -4.4175 -6.1549 -0.2658  -0.513
C -5.2277 -5.8346 0.7977  -0.076
H -5.2091 -4.3051 2.2780  0.222
H -2.6541 -3.8074 1.1533  0.231
H -2.5407 -5.5009 -0.9520  0.208
H -4.6512 -6.8498 -0.9453  0.411
H -6.2253 -6.2384 0.8756  0.205

Atoms 1-3, force components in eV/Å:
-0.78 -0.61 -0.34
-0.04 0.87 0.71
0.80 -0.36 -0.89

The calculation puts the orbital gap at 8.7 eV. The value obtained for the LUMO energy is 0.7 eV. The energy relative to the best compared isomer or geometry (same formula, charge and spin) comes out at 54.4 kcal/mol. Its multiplicity is 1. For the largest force on an atom, the calculation gives 1.734 eV/A. As for the structure (SMILES): c1cc[nH]c1.c1cc[nH]c1.c1cc[nH]c1.c1cc[nH]c1.c1cc[nH]c1.


Record 6
This record from the OMol25 dataset describes a single C3H9NP2 molecule in a non-equilibrium geometry. The level of theory is wB97M-V/def2-TZVPD.

Last column: natural (NBO) charge in e.
Atoms and positions in Å:
C -1.4300 1.7201 0.6745  -0.837
P -0.8974 1.2027 -0.8555  0.637
C 0.0129 -0.4344 -0.2075  -0.256
C -0.7965 -1.5988 -0.7487  -0.638
N 1.3661 -0.3385 -0.6221  -0.941
P 2.5567 0.4994 0.3857  0.515
H -2.0652 2.7168 0.6694  0.214
H -1.5322 1.2134 1.5929  0.202
H 0.1113 -0.3473 0.9918  0.188
H -1.7327 -1.6693 -0.2521  0.227
H -0.1646 -2.4454 -0.5871  0.208
H -1.0229 -1.4697 -1.7796  0.211
H 1.7720 -1.0489 -1.2024  0.393
H 1.8748 0.2072 1.6010  -0.073
H 1.9477 1.7927 0.3397  -0.049

Atoms 1-3, force components in eV/Å:
-1.90 2.78 -2.96
0.40 -0.59 3.04
-0.97 2.11 1.74

The calculation puts the orbital gap at 8.8 eV. The value obtained for the LUMO energy is 0.3 eV. The energy relative to the best compared isomer or geometry (same formula, charge and spin) comes out at 44.4 kcal/mol. Its multiplicity is 1. For the largest force on an atom, the calculation gives 4.486 eV/A. As for the structure (SMILES): C=P[C@@H](C)NP.


Question: multiplicity of number 1 (C5H10N)?
Answer: 1